58
Properties=species:S:1:pos:R:3:mulliken_charge:R:1 method="wB97M-V/def2-TZVPD" e_homo_ha=-0.331 e_tot_ha=-1009.089819 relative_energy_kcal_mol=3.9
C 2.2301 0.3345 3.8117 -1.798
C 1.0503 -0.2236 3.0177 0.881
C 1.3538 -1.5970 2.5027 -0.263
C 0.6080 -2.6880 2.5879 -0.417
C -0.7544 -2.8310 3.2030 -0.653
C -1.7295 -3.3836 2.1970 -0.642
C -2.2143 -2.7100 1.1644 -0.643
C -1.8777 -1.2951 0.8225 1.604
C -3.0264 -0.5255 0.2426 -0.756
C -2.9915 0.7836 0.0438 -1.069
C -1.7997 1.6337 0.3799 1.493
C -1.9490 3.0483 -0.0808 -0.927
C -1.0333 3.7505 -0.7314 -0.660
C 0.3259 3.2454 -1.1269 -0.059
C 1.1623 2.8370 0.0564 -0.268
C 2.2823 2.1318 0.0052 -0.279
C 2.9470 1.6058 -1.2292 -0.823
C 3.2443 0.1065 -1.1286 -1.214
C 1.9591 -0.7128 -0.9977 1.030
C 1.1136 -0.5985 -2.2457 -0.051
O 1.5033 -0.7755 -3.3693 -0.625
O -0.1427 -0.2591 -1.9325 0.029
C -1.0943 -0.1439 -2.9931 -0.446
C -1.7886 -1.4723 -3.2493 -1.250
H 2.4339 -0.2910 4.6780 0.486
H 3.1261 0.3652 3.1951 0.331
H 2.0150 1.3436 4.1565 0.390
H 0.1633 -0.2282 3.6518 0.324
H 0.8545 0.4401 2.1682 -0.623
H 2.3188 -1.6729 2.0155 0.358
H 0.9878 -3.6086 2.1614 0.353
H -1.1115 -1.8725 3.5819 0.235
H -0.6841 -3.5222 4.0474 0.442
H -2.0189 -4.4163 2.3366 0.395
H -2.9004 -3.2033 0.4870 0.344
H -1.0586 -1.2970 0.0922 -0.299
H -1.4981 -0.7758 1.7041 -0.172
H -3.9102 -1.0916 -0.0191 0.400
H -3.8468 1.2939 -0.3779 0.378
H -0.9014 1.1853 -0.0480 -0.898
H -1.6693 1.6326 1.4707 0.304
H -2.8978 3.5113 0.1616 0.465
H -1.2546 4.7734 -1.0055 0.406
H 0.2135 2.3920 -1.8023 -0.261
H 0.8525 4.0273 -1.6814 0.512
H 0.7972 3.1819 1.0150 0.402
H 2.8053 1.9055 0.9262 0.381
H 2.3331 1.7935 -2.1103 0.345
H 3.8935 2.1380 -1.3671 0.433
H 3.8789 -0.0852 -0.2610 0.452
H 3.7777 -0.2164 -2.0242 0.440
H 1.3737 -0.3811 -0.1408 -0.702
H 2.2077 -1.7686 -0.8669 0.401
H -1.8081 0.6112 -2.6564 0.334
H -0.5764 0.1980 -3.8953 0.490
H -2.5331 -1.3487 -4.0304 0.420
H -1.0633 -2.2173 -3.5682 0.357
H -2.2779 -1.8170 -2.3421 0.182